Entry 1:
{"formula": "C6H7N2O2", "method": "ωB97M-V/def2-TZVPD", "species": ["C", "C", "C", "C", "C", "C", "N", "N", "O", "O", "H", "H", "H", "H", "H", "H", "H"], "positions_angstrom": [[0.503, 0.207, 1.149], [0.139, -1.019, 0.848], [0.202, 1.065, -1.164], [-1.971, -0.709, -0.451], [-0.475, -2.555, -1.184], [0.308, 1.450, 0.267], [-0.197, 0.095, -1.686], [-0.636, -1.252, -0.402], [-2.390, 0.114, 0.268], [-0.837, -2.598, -2.283], [1.025, 0.327, 2.177], [0.311, -1.879, 1.578], [0.094, 2.024, -1.629], [-2.628, -1.358, -1.091], [-0.050, -3.304, -0.601], [-0.468, 2.043, 0.604], [1.180, 2.088, 0.278]], "lumo_energy_ev": [-6.248, -6.248], "e_above_lowest_kj_mol": 541.1, "charge": 1, "gap_ev": [8.8, 8.8]}

***

Entry 2:
{"formula": "C6H7N2O4P", "method": "ωB97M-V/def2-TZVPD", "species": ["C", "C", "C", "C", "C", "C", "N", "N", "O", "O", "O", "O", "P", "H", "H", "H", "H", "H", "H", "H"], "positions_angstrom": [[1.991, -1.641, -0.730], [0.773, -1.295, -1.294], [1.748, -0.048, 0.932], [0.434, 0.409, 0.318], [0.770, 1.904, -0.012], [-0.812, -0.094, 0.940], [2.443, -1.022, 0.408], [0.020, -0.365, -0.888], [-2.575, -1.461, -0.865], [-2.367, 1.138, -1.218], [-3.403, 0.363, 0.862], [-0.914, -0.867, 1.886], [-2.222, -0.052, -0.332], [2.545, -2.377, -1.316], [0.449, -1.830, -2.078], [1.922, 0.551, 1.906], [0.884, 2.505, 1.021], [-0.097, 2.357, -0.449], [1.772, 2.081, -0.672], [-3.362, -0.254, 1.580]], "lumo_energy_ev": 6.311, "e_above_lowest_kj_mol": 74.2, "charge": -2, "gap_ev": 5.8}

***

Entry 3:
{"formula": "C6H7N2O4P3S", "method": "ωB97M-V/def2-TZVPD", "species": ["O", "P", "C", "C", "P", "P", "O", "O", "O", "C", "C", "C", "N", "S", "N", "C", "H", "H", "H", "H", "H", "H", "H"], "positions_angstrom": [[0.587, 2.391, 1.755], [0.351, 2.000, 0.357], [-0.688, 0.546, 0.064], [-0.347, -0.645, -0.518], [1.251, -1.174, -1.233], [2.726, -0.605, 0.255], [2.118, -0.375, 1.561], [3.752, -1.826, 0.181], [3.623, 0.607, -0.313], [-1.318, -1.698, -0.648], [-2.595, -1.579, -0.231], [-2.986, -0.356, 0.355], [-4.196, -0.029, 0.821], [-4.081, 1.465, 1.353], [-2.556, 1.796, 1.044], [-2.032, 0.695, 0.490], [1.483, 1.729, -0.430], [-0.311, 2.982, -0.398], [1.478, -0.196, -2.218], [4.634, -1.516, 0.428], [3.409, 0.800, -1.232], [-1.003, -2.626, -1.099], [-3.301, -2.387, -0.344]], "lumo_energy_ev": -1.245, "charge": 0, "gap_ev": 8.4}

***

Entry 4:
{"formula": "C6H7N2O4S", "method": "ωB97M-V/def2-TZVPD", "species": ["C", "C", "C", "C", "C", "C", "N", "N", "O", "O", "O", "O", "S", "H", "H", "H", "H", "H", "H", "H"], "positions_angstrom": [[1.313, -1.094, 0.411], [2.413, -0.689, -0.243], [-1.041, 0.015, 0.022], [-1.797, 1.179, -0.091], [-1.555, -1.253, -0.342], [-1.229, 2.427, 0.384], [0.495, 0.035, 0.307], [3.766, -1.004, -0.398], [-2.887, -1.273, -0.499], [-0.970, -2.354, -0.349], [1.089, -2.181, 1.168], [-2.977, 1.192, -0.548], [1.561, 0.850, -0.750], [-0.244, 2.158, 0.859], [-1.037, 3.227, -0.421], [-1.965, 2.919, 0.955], [4.209, -0.668, 0.431], [3.926, -0.561, -1.298], [0.142, -2.609, 1.055], [-3.212, -0.317, -0.654]], "lumo_energy_ev": 3.033, "e_above_lowest_kj_mol": 65.5, "charge": -1, "gap_ev": 6.8}

***

Entry 5:
{"formula": "C6H7N3O", "method": "ωB97M-V/def2-TZVPD", "species": ["C", "C", "C", "C", "C", "C", "N", "N", "N", "O", "H", "H", "H", "H", "H", "H", "H"], "positions_angstrom": [[0.681, 1.053, -1.712], [-0.638, 1.477, -1.305], [1.410, -0.033, -1.317], [1.705, -1.577, 0.492], [2.162, -2.625, 1.118], [-2.635, 1.097, 0.149], [1.203, -0.818, -0.288], [-1.371, 0.903, -0.437], [-2.745, 2.152, 0.975], [-3.542, 0.348, -0.098], [1.066, 1.514, -2.701], [-1.035, 2.355, -2.007], [2.212, -0.415, -1.957], [1.941, -3.088, 2.100], [2.743, -3.214, 0.435], [-2.074, 2.944, 0.950], [-3.568, 2.171, 1.628]], "lumo_energy_ev": -0.054, "e_above_lowest_kj_mol": 292.3, "charge": 0, "gap_ev": 8.1, "smiles": "C=C=N/C=C\\C=N\\C(N)=O"}

***

Entry 6:
{"formula": "C6H7N5", "method": "ωB97M-V/def2-TZVPD", "species": ["C", "C", "C", "C", "C", "C", "N", "N", "N", "N", "N", "H", "H", "H", "H", "H", "H", "H"], "positions_angstrom": [[3.137, -0.474, 0.214], [-3.097, 0.906, -0.107], [2.911, 0.747, -0.624], [-2.022, 0.903, 0.738], [0.856, -0.623, -0.013], [-2.114, -0.872, -0.664], [2.065, -1.047, 0.561], [-3.135, -0.090, -0.969], [1.689, 0.962, -0.881], [-1.383, -0.274, 0.391], [-0.264, -0.816, 0.925], [4.058, -0.815, 0.615], [-3.706, 1.793, -0.052], [3.569, 1.282, -1.248], [-1.612, 1.665, 1.321], [0.549, -1.119, -0.915], [-1.523, -1.530, -1.269], [0.023, -0.597, 1.978]], "lumo_energy_ev": [0.808, -2.389], "charge": 0, "multiplicity": 3, "gap_ev": [7.3, 6.6]}

***

no.,calculated total energy (eV)
1,-13398.5403
2,-26793.4961
3,-56209.0263
4,-28340.4998
5,-12850.0472
6,-13778.6431